1.
This record from OMol25 describes a 4-piece molecular cluster, C5H16O4 overall. The level of theory is the ωB97M-V functional and the def2-TZVPD basis.

Summary:
Frontier orbital gap (alpha / beta): 0.3540 / 0.1973 Eh
ΔE to the lowest compared entry with this formula, charge and spin: 49.95 kcal/mol
<S²>: 0.758
Electronic energy: -13621.5294 eV

```
! wB97M-V def2-TZVPD RIJCOSX def2/J DEFGRID3
* xyz 1 2
O 0.06014 -0.85161 -1.56942
C -0.03536 -0.98628 -0.38072
C 0.13362 0.14401 0.62339
C -1.22279 0.36642 1.29265
C -2.37465 0.30080 0.28536
C -1.28437 -0.52707 2.54933
H -0.17912 -2.04097 0.07564
H 0.86346 -0.08076 1.47378
H 0.58732 1.23528 0.38445
H -1.30098 1.30642 1.75135
H -1.98852 1.01983 -0.52593
H -3.43498 0.57519 0.77159
H -2.46577 -0.68500 0.05228
H -0.32185 -0.95833 2.78634
H -1.29677 0.18383 3.39058
H -2.04622 -1.35720 2.57838
H 1.09411 0.22805 -3.04424
H -0.37672 0.21933 -3.58073
O 0.48105 0.72522 -3.71704
H 2.79593 2.37364 -0.60333
H 2.79199 1.59593 0.53168
O 2.26074 2.51351 0.18225
H 1.88682 -1.97101 -2.22784
H 3.14448 -1.51337 -1.69075
O 2.22847 -1.81584 -1.38904
*
```

---

2.
This record from OMol25 describes a 2-piece molecular cluster, C2H9N2O overall. The level of theory is the ωB97M-V functional and the def2-TZVPD basis.

Summary:
Frontier orbital gap: 0.4137 Eh
ΔE to the lowest compared entry with this formula, charge and spin: 27.07 kcal/mol
Electronic energy: -7241.1822 eV

```
! wB97M-V def2-TZVPD RIJCOSX def2/J DEFGRID3
* xyz 1 1
C -0.12539 1.26365 -1.47003
N 0.99980 0.26209 -1.34020
H -1.02650 0.74810 -1.75409
H 0.11355 2.01237 -2.21581
H -0.28191 1.77893 -0.52842
H 1.36587 0.25525 -0.36984
H 0.65668 -0.68625 -1.46977
H 1.71335 0.57406 -1.99030
C -0.03571 -0.66987 1.70926
N -1.13705 -1.42853 1.87995
O 0.89276 -0.94933 0.96671
H -0.03284 0.26617 2.29676
H -2.00787 -1.01716 2.17317
H -1.09474 -2.40948 2.11260
*
```

---

3.
This record from OMol25 describes a 2-piece molecular cluster, C4H3N2O2S overall. The level of theory is the ωB97M-V functional and the def2-TZVPD basis.

Summary:
Frontier orbital gap: 0.2917 Eh
ΔE to the lowest compared entry with this formula, charge and spin: 48.61 kcal/mol
Electronic energy: -22106.6314 eV

```
! wB97M-V def2-TZVPD RIJCOSX def2/J DEFGRID3
* xyz -1 1
C 0.89840 1.12653 0.86056
C 0.50063 1.50461 1.99528
C -0.49379 -0.50114 -1.55084
C -0.68765 -2.20412 0.18583
N -0.74125 -1.10696 -0.23526
N -0.29560 0.75419 -1.38152
O -0.63995 -1.26828 -2.52302
O -0.62051 -3.30009 0.61426
S -0.29240 1.78413 3.37009
H 2.06605 1.00687 0.73016
H 0.14831 0.91037 0.05982
H 0.15776 1.29390 -2.12536
*
```

---

4.
This record from OMol25 describes a single C18H13BrClF3N2O2S molecule. The level of theory is the ωB97M-V functional and the def2-TZVPD basis.

Summary:
Frontier orbital gap: 0.3053 Eh
SMILES: CCSc1ccc(Cl)cc1Cn1c(=O)[nH]c2c(Br)cc(C(F)(F)F)cc2c1=O
Electronic energy: -127506.9704 eV

```
! wB97M-V def2-TZVPD RIJCOSX def2/J DEFGRID3
* xyz 0 1
O -0.97998 -0.40804 0.09638
O 1.06871 2.76269 -2.38603
F -1.58736 -4.97311 -3.17779
F -0.43529 -5.22389 -1.25190
F 0.48954 -5.62015 -3.13751
Cl 4.43048 2.10564 1.88621
Br 1.86176 -0.94583 -5.64932
S -1.71973 2.26765 2.87076
C -0.32974 -0.04595 -0.85696
C 0.68156 1.62281 -2.16178
C 2.23803 2.16134 3.32467
C 0.85387 2.15099 3.50193
C 0.70068 -2.90437 -3.84942
C -0.25046 -2.45455 -1.68518
C 1.86990 2.25170 0.93449
C 2.71038 2.22258 2.02954
C 1.02934 -1.57105 -4.00078
C -0.02344 2.24403 2.44831
C 0.05331 -1.07280 -1.82339
C 0.66869 -0.66627 -2.97525
C 0.08431 -3.36663 -2.67258
C 0.49644 2.30830 1.13524
N 0.98618 0.68171 -3.12267
N 0.00463 1.26776 -1.00806
C -0.37669 -4.79794 -2.54731
C -0.39232 2.31664 -0.05086
C -3.38915 0.25115 3.73985
C -1.95518 0.50155 3.31143
H 2.89942 2.04870 4.16907
H 0.39975 2.02261 4.50736
H 0.90696 -3.60067 -4.67182
H -0.80065 -2.80982 -0.78911
H 2.35706 2.23738 -0.06640
H 1.51790 0.99389 -3.94094
H -0.37929 3.31690 -0.46687
H -1.43848 2.09621 0.25578
H -3.60920 0.81881 4.64838
H -4.07768 0.56074 2.94937
H -3.61625 -0.83097 3.91990
H -1.28643 0.22417 4.09786
H -1.66157 -0.14393 2.46537
*
```

---

5.
This record from OMol25 describes an isolated ion of composition C3H8N5 and charge +1. The level of theory is the ωB97M-V functional and the def2-TZVPD basis.

Summary:
Frontier orbital gap: 0.3866 Eh
ΔE to the lowest compared entry with this formula, charge and spin: 29.50 kcal/mol
SMILES: Cc1[nH]nc(N)[n+]1N
Electronic energy: -10683.2015 eV

```
! wB97M-V def2-TZVPD RIJCOSX def2/J DEFGRID3
* xyz 1 1
C 0.67472 0.59432 0.01881
C -1.41333 0.05874 0.01812
C 2.24127 0.58128 0.08373
N -1.38469 1.28969 0.34453
N -0.06419 1.61053 0.39513
N -0.10292 -0.46364 -0.11047
N -2.55118 -0.66423 0.11789
N 0.21428 -1.75957 -0.42084
H 2.53482 -0.45668 -0.06912
H 2.53634 1.32564 -0.65033
H 2.48022 0.99777 1.08083
H 0.16874 2.59817 0.77975
H -3.41419 -0.06855 0.20761
H -2.63492 -1.36651 -0.60651
H 1.16850 -1.82356 -0.87085
H -0.45348 -2.45341 -0.31827
*
```

---

6.
This record from OMol25 describes C31H47FFeN5OSSi as an isolated structure. The level of theory is the ωB97M-V functional and the def2-TZVPD basis.

Summary:
Frontier orbital gap (alpha / beta): 0.2249 / 0.1815 Eh
ΔE to the lowest compared entry with this formula, charge and spin: 92.52 kcal/mol
<S²>: 6.402
Electronic energy: -98218.7470 eV

```
! wB97M-V def2-TZVPD RIJCOSX def2/J DEFGRID3
* xyz 1 5
Fe -0.35821 -0.21829 -0.34532
N 0.14114 0.44095 1.83962
C 1.30094 0.07688 2.68880
C 2.61743 0.67907 2.20048
N 3.12121 0.10793 0.96158
H 0.17618 1.44873 1.69073
H -0.71304 0.25240 2.35573
H 1.37026 -1.00863 2.72430
H 1.14501 0.45169 3.70437
H 3.35714 0.49181 2.98087
H 2.47675 1.76562 2.12786
H 2.51963 0.37821 0.18940
H 4.02865 0.51024 0.75820
C -3.31502 3.89744 -0.80866
Si -2.23885 2.88559 0.37377
C -0.43352 3.36804 0.19317
C -2.79816 3.27756 2.14153
N -2.31470 1.14805 0.06838
C -3.44711 0.44716 0.10910
C -4.76286 0.97045 0.27481
C -5.86053 0.14556 0.29986
C -5.73096 -1.23956 0.16815
C -4.46499 -1.80428 0.00021
C -3.39890 -0.96106 -0.02320
F -2.14364 -1.47951 -0.17416
H -2.92556 4.91343 -0.87217
H -4.35267 3.95288 -0.47427
H -3.31310 3.47525 -1.81437
H -0.33555 4.26939 -0.41359
H 0.12086 2.58018 -0.31186
H 0.04906 3.56790 1.15262
H -2.68660 4.34947 2.31252
H -2.19386 2.75743 2.88787
H -3.84361 3.02177 2.32419
H -4.88363 2.03988 0.37528
H -6.84416 0.57994 0.41554
H -6.60214 -1.87784 0.19387
H -4.32681 -2.87082 -0.11284
O 0.87266 0.54277 -1.11133
S 2.84191 3.03997 -0.64442
C 3.10156 4.67700 0.14743
C 3.14580 4.50262 1.63615
C 4.21078 3.83087 2.23210
C 4.22145 3.59821 3.59828
C 3.16840 4.04040 4.38688
C 2.11699 4.73434 3.80639
C 2.10394 4.96029 2.43643
C 2.81046 3.54476 -2.40174
C 1.53562 4.22231 -2.80355
C 0.42444 3.45327 -3.14056
C -0.75222 4.06480 -3.53962
C -0.84390 5.44983 -3.57534
C 0.24969 6.22222 -3.21408
C 1.43727 5.60902 -2.83596
H 2.27690 5.32326 -0.15246
H 4.04187 5.07134 -0.24068
H 5.03134 3.48792 1.61260
H 5.04893 3.06519 4.04893
H 3.17509 3.86273 5.45451
H 1.30408 5.10502 4.41797
H 1.28280 5.50686 1.98750
H 2.93359 2.60710 -2.94176
H 3.68060 4.17934 -2.56777
H 0.49651 2.37317 -3.07705
H -1.60460 3.45934 -3.82265
H -1.76174 5.92738 -3.89431
H 0.18692 7.30231 -3.23950
H 2.29798 6.21761 -2.58350
C 1.76408 -3.05389 0.77806
C 2.27160 -4.43459 0.27526
N 1.22886 -5.06468 -0.52352
C 1.02049 -4.30388 -1.74491
C 0.69797 -2.82520 -1.37432
N 0.50454 -2.71596 0.08510
C -0.52192 -3.68314 0.50832
C -0.00128 -5.12967 0.24888
H 2.48327 -2.25900 0.61242
H 1.54875 -3.10472 1.84716
H 2.51268 -5.08933 1.11394
H 3.16381 -4.33322 -0.34394
H 0.20147 -4.75964 -2.30378
H 1.92382 -4.35972 -2.35274
H -0.21739 -2.49512 -1.88270
H 1.50883 -2.15275 -1.65758
H -1.43447 -3.51146 -0.06139
H -0.74107 -3.52401 1.56638
H -0.73911 -5.71025 -0.30715
H 0.20665 -5.64522 1.18720
*
```

---

What is the formula in the fourth record? C18H13BrClF3N2O2S